Record 1
Computed, not measured: 8 unconnected molecules or ions with the total composition C52H58BF3NO5, with the ωB97M-V functional and the def2-TZVPD basis.

Kohn-Sham gap ... 0.240 Eh
Total charge ... -1

Geometry (Å):
1 N -2.7539 1.4382 0.9981
2 C -2.6992 0.5173 -0.0535
3 C -3.7878 0.5554 -1.2796
4 C -3.8973 -0.8844 -2.1163
5 C -3.9835 -2.2288 -1.1823
6 C -5.5193 -2.4835 -0.5731
7 O -6.1435 -1.2600 -0.0425
8 C -7.4594 -0.9962 -0.6459
9 O -8.0562 0.1877 -0.3335
10 O -5.1640 -1.0037 -2.9126
11 B -4.8055 -1.7811 -4.1514
12 O -3.3192 -2.0173 -4.1013
13 C -2.8612 -0.8176 -3.3843
14 C -1.2627 -0.5516 -3.1411
15 C -0.7045 0.7376 -4.0453
16 O -1.5156 1.9660 -3.7566
17 C 0.8727 1.1290 -3.6665
18 F 1.0511 1.2144 -2.1740
19 F 1.8396 0.1142 -4.2280
20 F 1.2616 2.4839 -4.2108
21 H -3.5817 2.0782 0.8062
22 H -1.8011 -0.2644 0.0073
23 H -3.4831 1.3585 -2.1020
24 H -4.8306 0.8964 -0.8567
25 H -3.2658 -2.2105 -0.2388
26 H -3.7030 -3.2362 -1.7582
27 H -5.3457 -3.1973 0.3677
28 H -6.2308 -2.9970 -1.3737
29 H -8.0319 -1.6865 -1.4024
30 H -5.3968 -2.8143 -4.0489
31 H -4.9745 -1.2635 -5.1936
32 H -3.2905 0.0710 -4.0534
33 H -0.6400 -1.4924 -3.5305
34 H -0.9488 -0.4151 -2.0150
35 H -0.8468 0.5550 -5.2146
36 H -1.1990 2.2349 -2.8439
37 C 1.6642 -1.8638 -1.3054
38 C 0.5886 -2.1646 -0.4703
39 C 0.5654 -3.3694 0.2317
40 C 1.6236 -4.2699 0.1060
41 C 2.7010 -3.9673 -0.7263
42 C 2.7198 -2.7667 -1.4355
43 H 1.6803 -0.9263 -1.8550
44 H -0.2326 -1.4598 -0.3671
45 H -0.2760 -3.6064 0.8771
46 H 1.6080 -5.2066 0.6568
47 H 3.5264 -4.6685 -0.8228
48 H 3.5566 -2.5338 -2.0880
49 C 2.1026 1.0769 -7.8122
50 C 3.0224 1.1997 -6.7712
51 C 4.3625 0.8766 -6.9820
52 C 4.7851 0.4397 -8.2378
53 C 3.8659 0.3205 -9.2798
54 C 2.5240 0.6347 -9.0665
55 H 1.0576 1.3255 -7.6467
56 H 2.6943 1.5467 -5.7946
57 H 5.0777 0.9660 -6.1688
58 H 5.8303 0.1926 -8.4035
59 H 4.1957 -0.0185 -10.2588
60 H 1.8072 0.5364 -9.8770
61 C -1.9068 4.7490 0.8375
62 C -2.5076 4.9534 -0.4044
63 C -2.8614 6.2414 -0.8052
64 C -2.6051 7.3273 0.0326
65 C -2.0009 7.1232 1.2728
66 C -1.6556 5.8341 1.6776
67 H -1.6344 3.7447 1.1509
68 H -2.7010 4.1081 -1.0600
69 H -3.3356 6.3996 -1.7700
70 H -2.8763 8.3316 -0.2817
71 H -1.7998 7.9697 1.9249
72 H -1.1900 5.6748 2.6462
73 C -6.2457 12.2847 -0.2292
74 C -5.0476 12.0704 -0.9099
75 C -4.6554 10.7739 -1.2417
76 C -5.4670 9.6914 -0.9010
77 C -6.6669 9.9061 -0.2236
78 C -7.0546 11.2019 0.1163
79 H -6.5494 13.2950 0.0322
80 H -4.4186 12.9145 -1.1814
81 H -3.7185 10.6067 -1.7661
82 H -5.1638 8.6814 -1.1638
83 H -7.3001 9.0625 0.0404
84 H -7.9869 11.3683 0.6490
85 C 6.2091 -2.3886 2.5529
86 C 6.0708 -2.0296 3.8933
87 C 4.8064 -1.7625 4.4176
88 C 3.6783 -1.8643 3.6031
89 C 3.8164 -2.2270 2.2636
90 C 5.0817 -2.4850 1.7369
91 H 7.1950 -2.5933 2.1438
92 H 6.9492 -1.9570 4.5297
93 H 4.6996 -1.4763 5.4604
94 H 2.6924 -1.6610 4.0127
95 H 2.9370 -2.3078 1.6293
96 H 5.1894 -2.7622 0.6920
97 C 4.7628 -4.6037 9.6547
98 C 5.9964 -4.8690 9.0608
99 C 6.1765 -4.6462 7.6960
100 C 5.1248 -4.1483 6.9263
101 C 3.8924 -3.8794 7.5209
102 C 3.7095 -4.1110 8.8840
103 H 4.6218 -4.7806 10.7177
104 H 6.8179 -5.2505 9.6621
105 H 7.1358 -4.8594 7.2323
106 H 5.2665 -3.9700 5.8636
107 H 3.0734 -3.4899 6.9212
108 H 2.7476 -3.9067 9.3458
109 C 4.1448 -6.3875 3.8044
110 C 3.0587 -5.5436 3.5743
111 C 1.7578 -6.0328 3.6888
112 C 1.5428 -7.3649 4.0436
113 C 2.6289 -8.2078 4.2775
114 C 3.9299 -7.7209 4.1538
115 H 5.1585 -6.0067 3.7117
116 H 3.2262 -4.5038 3.3045
117 H 0.9118 -5.3767 3.5029
118 H 0.5290 -7.7451 4.1377
119 H 2.4612 -9.2455 4.5555
120 H 4.7759 -8.3793 4.3306

---

Record 2
Computed, not measured: a molecular structure, C53H47ClN5P3RbS2, with the ωB97M-V functional and the def2-TZVPD basis.

Kohn-Sham gap ... 0.245 Eh
Total charge ... -1
Energy above the lowest of the compared OMol25 structures with the same formula, charge and spin ... 0.0 kcal/mol

Geometry (Å):
1 Rb -2.1566 0.1560 0.2273
2 S -2.6009 -0.1394 3.3952
3 C -0.9913 0.4022 3.5666
4 C -0.2603 0.2952 4.7478
5 C 0.8572 1.0986 4.8637
6 C 1.3831 1.7738 3.7981
7 C 0.6610 1.6252 2.5947
8 N -0.4245 0.9500 2.4820
9 H -0.6444 -0.3331 5.5039
10 H 1.2924 1.1322 5.8086
11 H 2.2857 2.4144 3.8466
12 H 1.0584 2.0131 1.6529
13 Cl -6.2351 3.1143 1.7418
14 C -5.9633 4.6129 0.9185
15 C -6.9486 5.5406 0.7463
16 C -6.6993 6.7098 0.0603
17 C -5.4356 6.9626 -0.5211
18 C -4.4373 5.9927 -0.3605
19 C -4.6398 4.8395 0.4066
20 P -3.3452 3.5892 0.6099
21 C -2.3668 3.7556 -0.9438
22 C -3.1647 3.6502 -2.0889
23 C -2.5751 3.3173 -3.3089
24 C -1.1992 3.1307 -3.4215
25 C -0.4500 3.3130 -2.3052
26 C -0.9857 3.6097 -1.0982
27 C -2.2744 4.4343 1.8607
28 C -2.0676 3.6968 3.0046
29 C -1.3442 4.2665 4.0401
30 C -0.7343 5.5546 3.9109
31 C -0.8309 6.1937 2.7073
32 C -1.5901 5.6296 1.6660
33 H -7.9621 5.3082 1.1654
34 H -7.4145 7.5322 0.0094
35 H -5.2613 7.8766 -1.0921
36 H -3.4161 6.1120 -0.6548
37 H -4.2206 3.7855 -2.0530
38 H -3.2342 3.2744 -4.2146
39 H -0.7332 2.8375 -4.3658
40 H 0.6252 3.1303 -2.4790
41 H -0.3219 3.6618 -0.1951
42 H -2.4680 2.6815 3.1018
43 H -1.1769 3.7078 4.9535
44 H -0.0796 5.9405 4.6909
45 H -0.1963 7.0786 2.5837
46 H -1.6711 6.2059 0.7384
47 C 5.0921 -4.7530 -0.0741
48 S 4.0154 -5.7112 -1.0918
49 C 3.4562 -4.5656 -2.4151
50 C 2.0300 -4.1315 -2.0787
51 C 2.1291 -3.0000 -0.9931
52 N 0.9001 -2.2229 -0.6869
53 P 1.2059 -0.5769 -0.2090
54 C 1.9115 0.0267 -1.7756
55 C 2.5056 1.2788 -1.8448
56 C 3.1354 1.7551 -2.9762
57 C 3.1051 0.9854 -4.1457
58 C 2.3863 -0.2212 -4.1659
59 C 1.7607 -0.6987 -2.9861
60 C 2.6878 -0.6668 0.8713
61 C 3.9940 -0.3989 0.5128
62 C 5.0313 -0.6143 1.4431
63 C 4.6962 -0.9747 2.7582
64 C 3.3480 -1.1738 3.0592
65 C 2.3512 -1.0514 2.1404
66 P -0.5030 -2.9237 0.0262
67 C 0.0584 -3.8582 1.4780
68 C -0.3164 -3.4390 2.7450
69 C 0.1133 -4.0958 3.8986
70 C 0.8961 -5.2331 3.7658
71 C 1.2767 -5.6857 2.5196
72 C 0.8829 -5.0122 1.3714
73 C -1.0364 -4.1556 -1.3019
74 C -1.2821 -3.5180 -2.5388
75 C -2.0121 -4.2079 -3.4768
76 C -2.5614 -5.4630 -3.2836
77 C -2.2200 -6.1404 -2.1150
78 C -1.5593 -5.4496 -1.1087
79 H 5.3445 -5.3278 0.8248
80 H 4.5884 -3.8034 0.2041
81 H 6.0035 -4.5259 -0.5352
82 H 3.4806 -5.0886 -3.3434
83 H 4.2335 -3.8573 -2.6366
84 H 1.3840 -4.9366 -1.6559
85 H 1.6011 -3.7104 -2.9599
86 H 2.8580 -2.2729 -1.2850
87 H 2.4650 -3.4611 -0.0446
88 H 2.4515 1.9827 -0.9891
89 H 3.6839 2.6824 -2.8829
90 H 3.4543 1.2638 -5.1426
91 H 2.2399 -0.7976 -5.0767
92 H 1.1322 -1.6277 -2.9821
93 H 4.2145 -0.0440 -0.4604
94 H 6.0805 -0.4864 1.1892
95 H 5.5165 -1.0652 3.4167
96 H 3.1268 -1.4676 4.1103
97 H 1.2667 -1.1895 2.4024
98 H -1.0476 -2.5490 2.8754
99 H -0.2400 -3.7821 4.8530
100 H 1.2577 -5.8146 4.5495
101 H 1.8972 -6.5841 2.4518
102 H 1.1595 -5.3000 0.3771
103 H -0.9663 -2.5179 -2.6180
104 H -2.2677 -3.6653 -4.3775
105 H -3.1137 -5.9816 -4.0562
106 H -2.5636 -7.1252 -1.9395
107 H -1.3937 -5.8639 -0.1353
108 N -0.1828 1.0948 -6.7143
109 C -0.5613 0.5240 -5.7642
110 N -0.8169 -0.3796 -4.8822
111 C -1.4328 -0.3678 -3.7107
112 N -1.9737 -0.4923 -2.6848

---

Number 1: energy -2771.491661 Ha, maximum force 0.172 hartree/bohr. Number 2: energy -4626.409671 Ha, maximum force 0.060 hartree/bohr.